147
Properties=species:S:1:pos:R:3:forces:R:3:lowdin_charge:R:1 method="wB97M-V/def2-TZVPD" orbital_gap_ev=7.9 homo_energy_ev=-11.0669 max_force_ha_per_bohr=0.162 energy_ev=-70548.8187 charge=+1
C 4.34451 -1.69024 3.19102 -0.3 -0.5 0.7 -0.147
C 3.14742 -0.70634 3.75267 0.3 -0.3 0.5 -0.263
C 3.28526 0.86278 3.29660 -0.6 0.2 -0.1 -0.202
C 3.48353 1.08481 1.66971 -0.1 0.2 0.0 -0.200
C 2.11428 1.63024 0.94856 0.4 0.9 -0.8 -0.213
C 1.29757 0.51035 0.07281 -0.8 0.4 0.5 -0.213
C 1.23766 -0.98658 0.73860 -0.8 -0.9 -1.7 -0.192
C 0.90488 -2.03149 -0.52392 1.4 0.0 0.7 -0.223
C 0.19113 -3.42539 -0.03851 1.2 -0.3 -0.9 -0.188
C -0.58779 -4.05136 -1.33814 1.1 0.7 0.3 -0.132
C -2.16489 -3.62638 -1.47711 -0.1 -1.0 0.8 -0.328
C -2.88590 -5.10508 -1.71914 -0.6 -0.1 -0.3 -0.164
C -2.85168 -6.07002 -0.37376 0.8 -0.6 -0.2 -0.104
N -2.36711 -2.58133 -2.59435 0.4 3.9 1.6 0.124
C -2.49692 -1.19077 -1.95622 0.4 -1.2 3.1 -0.140
N -2.72042 0.03866 -2.52639 0.8 -3.6 0.1 0.082
C -2.82414 0.08409 -4.05298 -1.0 0.8 -0.7 -0.145
C -3.24977 1.61873 -4.44671 -0.5 0.2 -0.1 -0.176
C -4.83215 1.63376 -4.94463 0.5 0.7 0.1 -0.202
C -5.90113 1.63607 -3.67598 0.3 0.1 -0.4 -0.200
C -6.73272 0.19702 -3.54515 0.6 1.4 0.4 -0.256
C -8.21575 0.39824 -4.21680 0.7 -0.8 0.2 -0.238
C -9.22797 -0.90763 -3.99831 -1.7 1.7 -0.6 -0.459
S -8.27658 -2.51226 -3.82408 -1.0 -0.9 1.6 0.840
C -9.14918 -3.73398 -2.70098 -3.3 -3.8 0.8 -0.465
N -9.84795 -4.97968 -3.20940 2.2 4.5 6.0 0.013
N -10.31593 -5.58782 -2.04164 0.8 1.8 3.3 -0.052
C -10.02552 -4.87293 -0.73711 0.9 0.2 -8.3 -0.011
O -9.29960 -3.69250 -1.23263 -0.5 -1.5 -1.3 -0.159
N -2.37591 -1.35296 -0.42644 -1.4 -0.5 -3.6 0.089
C -2.90410 -2.79253 -0.26605 -0.6 -0.1 -0.8 -0.170
C -4.51692 -2.62235 -0.58690 -0.5 -1.1 1.0 -0.132
O -5.22215 -3.30568 0.54240 0.0 -0.7 -2.9 -0.220
C -6.10724 -4.37486 0.00231 -1.1 -0.1 0.4 -0.222
C -7.05278 -4.84564 1.29236 1.1 1.2 -0.3 -0.080
H 5.39830 -1.33737 3.59956 -2.2 -0.6 -1.1 0.091
H 4.34485 -1.81972 2.02268 0.1 0.4 2.3 0.052
H 4.17159 -2.77017 3.64608 0.3 2.2 -1.0 0.082
H 3.19995 -0.77140 4.93854 -0.2 0.2 -2.5 0.105
H 2.07972 -1.14708 3.45198 2.4 1.0 0.5 0.099
H 4.13030 1.45630 3.89442 -1.7 -1.6 -1.3 0.110
H 2.25762 1.38813 3.58667 2.2 -1.0 -0.5 0.107
H 4.31919 1.88998 1.50833 -1.6 -1.5 0.3 0.110
H 3.84669 0.10647 1.10440 -0.7 2.0 1.3 0.091
H 2.46091 2.46932 0.17471 -0.8 -1.7 1.6 0.101
H 1.41044 2.20529 1.71774 1.5 -1.5 -1.5 0.111
H 0.16675 0.88492 -0.00467 2.3 -0.8 0.1 0.103
H 1.68465 0.49140 -1.05138 -0.5 -0.2 2.5 0.117
H 2.24471 -1.36976 1.19747 -2.1 1.0 -0.7 0.083
H 0.32791 -1.12988 1.48857 2.1 0.7 -1.3 0.117
H 1.98058 -2.33159 -0.94562 -2.4 0.6 0.6 0.110
H 0.36389 -1.48489 -1.41639 0.7 -1.1 1.9 0.091
H 1.07719 -4.18479 0.21324 -2.0 1.7 -0.4 0.131
H -0.44885 -3.34583 0.93775 1.0 0.1 -2.0 0.107
H -0.02343 -3.62354 -2.29918 -1.2 -1.0 2.0 0.128
H -0.38132 -5.20659 -1.34105 -1.0 2.2 -0.1 0.118
H -3.99233 -5.03136 -2.09307 2.1 0.1 0.6 0.101
H -2.27184 -5.66535 -2.54294 -1.2 1.2 1.4 0.121
H -1.99338 -6.87801 -0.55759 -1.9 1.8 0.7 0.095
H -3.83647 -6.68375 -0.20975 1.8 1.4 -0.5 0.082
H -2.62830 -5.49363 0.62005 -0.4 -1.1 -2.0 0.084
H -1.61416 -2.53284 -3.31510 -0.9 -0.3 0.6 0.132
H -2.79930 0.89126 -1.90536 0.2 -1.5 -1.2 0.174
H -3.72120 -0.61945 -4.39259 2.0 1.3 1.0 0.130
H -1.84983 -0.30842 -4.57810 -1.7 1.0 1.3 0.141
H -3.21122 2.35023 -3.50760 0.2 -1.7 -1.9 0.115
H -2.51133 2.07241 -5.24399 -1.6 -1.1 1.5 0.124
H -4.95462 2.64680 -5.56024 0.1 -2.4 1.2 0.125
H -5.03897 0.68681 -5.61888 0.4 2.1 1.1 0.115
H -6.64153 2.52371 -3.87810 1.3 -1.8 0.6 0.110
H -5.31895 1.89449 -2.66848 -1.3 -0.6 -2.1 0.105
H -6.79103 -0.03825 -2.38687 -0.1 0.2 -2.5 0.114
H -6.06566 -0.60672 -4.08319 -1.6 1.3 1.1 0.080
H -8.07740 0.56548 -5.37847 -0.3 -0.2 2.4 0.127
H -8.69428 1.34870 -3.72538 0.8 -1.9 -1.1 0.122
H -9.96480 -0.70320 -3.09918 1.7 -0.6 -1.7 0.106
H -9.89041 -0.95538 -4.98789 1.4 -0.2 2.3 0.097
H -10.27667 -5.15051 0.37412 0.7 0.9 -2.6 0.151
H -2.98171 -0.67756 0.13072 1.0 -1.0 -1.2 0.149
H -2.72268 -3.31072 0.77206 -0.4 1.6 -2.0 0.160
H -4.89477 -1.51227 -0.56758 1.0 -1.9 0.0 0.136
H -4.81702 -3.06508 -1.63865 0.6 0.8 2.2 0.130
H -6.72193 -3.87891 -0.86451 0.8 -1.1 1.7 0.108
H -5.52609 -5.27922 -0.46210 -0.8 1.7 1.1 0.099
H -7.89894 -4.03916 1.38060 1.4 -1.8 -0.1 0.076
H -7.44193 -5.94702 1.19518 0.7 2.3 0.2 0.088
H -6.36104 -4.69565 2.25226 -1.6 -0.6 -2.1 0.097
C 5.15298 5.31780 9.26029 -0.1 0.0 0.2 -0.116
C 5.92772 4.01236 9.16314 0.1 0.0 -0.1 -0.273
C 6.13485 3.53904 7.72223 0.1 -0.1 0.0 -0.228
C 4.85124 3.22137 6.94645 -0.1 0.1 0.1 -0.231
C 3.94868 2.16113 7.58407 0.0 0.1 -0.2 -0.272
C 4.61149 0.79711 7.69466 -0.1 -0.1 0.2 -0.115
H 4.14180 5.21875 8.85536 0.1 0.1 0.0 0.065
H 5.06260 5.62370 10.30777 0.0 0.0 -0.2 0.072
H 5.66688 6.11677 8.71756 -0.1 0.0 0.0 0.076
H 5.42311 3.23941 9.75243 0.0 0.0 -0.1 0.099
H 6.91153 4.15691 9.62506 -0.1 -0.1 0.0 0.106
H 6.78345 2.65624 7.73252 0.0 0.0 0.0 0.101
H 6.68790 4.31074 7.17134 0.0 -0.1 0.1 0.110
H 5.12998 2.89074 5.93801 0.0 0.0 0.1 0.096
H 4.27020 4.14043 6.81000 0.1 0.0 0.0 0.101
H 3.04565 2.06037 6.96950 0.0 0.1 0.1 0.099
H 3.61067 2.48884 8.57312 0.0 0.0 -0.1 0.101
H 4.91670 0.43090 6.71040 0.0 0.0 0.0 0.062
H 3.91125 0.07318 8.12337 0.1 0.0 -0.1 0.072
H 5.49271 0.82780 8.34157 -0.1 0.0 -0.1 0.069
C 4.82238 -1.41047 -1.85217 -0.1 0.0 0.1 -0.118
C 5.74374 -2.59745 -2.08883 0.2 0.0 0.0 -0.268
C 6.70788 -2.38935 -3.25944 0.1 -0.1 0.0 -0.225
C 6.04456 -2.20614 -4.62941 -0.1 0.1 0.0 -0.228
C 5.13019 -3.35274 -5.07048 0.1 0.2 -0.1 -0.279
C 5.86292 -4.67494 -5.23472 -0.1 -0.2 0.0 -0.114
H 4.17371 -1.22445 -2.71292 0.0 0.0 0.1 0.066
H 4.17913 -1.60117 -0.98682 0.0 0.1 0.0 0.041
H 5.40000 -0.50332 -1.65110 -0.1 0.0 0.0 0.081
H 5.14689 -3.50325 -2.23932 0.1 0.0 0.0 0.098
H 6.33356 -2.76616 -1.18009 -0.1 0.0 -0.1 0.108
H 7.40006 -3.23755 -3.29917 0.0 0.1 0.0 0.103
H 7.32740 -1.50634 -3.05614 -0.1 -0.1 0.0 0.112
H 6.83358 -2.07213 -5.38006 -0.1 0.0 0.1 0.112
H 5.46647 -1.27518 -4.63358 0.1 0.0 0.0 0.099
H 4.67762 -3.08386 -6.03287 0.0 0.0 0.1 0.104
H 4.30056 -3.47523 -4.36581 0.0 0.0 0.0 0.093
H 6.66839 -4.58581 -5.96908 0.0 0.0 0.1 0.078
H 5.17009 -5.44719 -5.58372 0.2 0.0 0.0 0.071
H 6.29224 -5.01863 -4.28943 0.0 0.0 -0.1 0.067
C -0.30644 4.96528 -0.09165 -0.1 0.0 -0.1 -0.116
C 1.05001 5.32159 -0.68066 0.1 0.0 0.1 -0.274
C 1.90288 6.18868 0.24883 0.1 0.0 0.0 -0.226
C 1.31487 7.56445 0.58330 -0.1 0.0 0.0 -0.227
C 1.01517 8.45731 -0.62429 0.0 0.1 0.2 -0.275
C 2.25558 8.81680 -1.42693 0.0 0.1 -0.2 -0.114
H -0.91516 5.85584 0.08896 0.0 -0.1 0.0 0.068
H -0.85849 4.32054 -0.78340 0.0 0.0 0.1 0.058
H -0.19102 4.42685 0.85375 0.0 0.1 0.0 0.068
H 0.91346 5.81553 -1.64851 0.0 0.0 0.1 0.101
H 1.59522 4.39246 -0.88462 0.0 0.1 0.0 0.084
H 2.89428 6.31441 -0.20001 -0.1 0.0 0.0 0.103
H 2.06627 5.64638 1.18908 0.0 0.0 -0.1 0.109
H 2.01518 8.08741 1.24666 -0.1 0.0 -0.1 0.112
H 0.39324 7.43665 1.16223 0.1 0.0 0.0 0.101
H 0.55367 9.38458 -0.26305 0.0 -0.1 0.0 0.107
H 0.27629 7.98267 -1.27898 0.0 0.0 0.1 0.097
H 2.98903 9.33291 -0.80107 0.0 -0.1 -0.1 0.078
H 1.98778 9.48212 -2.25387 0.1 -0.1 0.1 0.072
H 2.72954 7.92972 -1.85643 0.0 0.1 0.0 0.066